# 1
{"formula": "C26H45Cl3O2P2Tl", "method": "wB97M-V/def2-TZVPD", "charge": 1, "elements": ["Tl", "C", "C", "C", "C", "C", "C", "H", "H", "H", "C", "H", "H", "H", "C", "H", "H", "H", "C", "H", "H", "H", "C", "H", "H", "H", "C", "C", "C", "C", "C", "C", "C", "C", "H", "H", "H", "H", "H", "H", "H", "H", "H", "H", "H", "H", "P", "C", "H", "H", "H", "C", "H", "H", "H", "C", "H", "H", "H", "P", "C", "H", "H", "H", "C", "H", "H", "H", "C", "H", "H", "H", "Cl", "C", "Cl", "Cl", "C", "O", "O"], "positions_angstrom": [[-0.4469, -0.1705, -0.3158], [2.1160, -1.5471, 0.6194], [2.3351, -0.1786, 0.9562], [0.8057, -1.0134, 2.4698], [1.2246, -2.0780, 1.5956], [1.5199, 0.1489, 2.1080], [2.8657, -2.3037, -0.3987], [3.1247, -1.7156, -1.2790], [2.3612, -3.2032, -0.7435], [3.8035, -2.6162, 0.0660], [0.9424, -3.4956, 1.8156], [1.3308, -4.1244, 1.0136], [-0.1344, -3.6587, 1.8989], [1.3861, -3.7949, 2.7741], [-0.0632, -1.1234, 3.6477], [0.5681, -1.2078, 4.5340], [-0.7039, -1.9943, 3.5721], [-0.7185, -0.2606, 3.7809], [1.6204, 1.3371, 2.9717], [2.4448, 1.1195, 3.6634], [0.7217, 1.4810, 3.5758], [1.8365, 2.2726, 2.4462], [3.5298, 0.5427, 0.4999], [4.3664, 0.0222, 1.0073], [3.5273, 1.6098, 0.7509], [3.6945, 0.4579, -0.5828], [0.2272, 1.8609, -2.6689], [1.5148, 1.4796, -2.5897], [2.6200, 2.4145, -2.9831], [2.9036, 3.6089, -2.0080], [2.0172, 3.7668, -0.7953], [0.7458, 4.1659, -0.9189], [0.1424, 4.4391, -2.2822], [-0.1698, 3.2092, -3.2013], [2.4359, 2.8395, -3.9862], [2.8225, 4.5281, -2.6125], [3.5503, 1.8339, -3.0785], [0.3026, 3.3950, -4.1851], [-0.5804, 1.2553, -2.2516], [1.8066, 0.5331, -2.1361], [-1.2577, 3.2053, -3.3873], [-0.8010, 4.9914, -2.1339], [0.0731, 4.2976, -0.0647], [0.8180, 5.1019, -2.8522], [3.9506, 3.5290, -1.6725], [2.4713, 3.5029, 0.1624], [-0.7417, -2.2677, -1.7625], [-0.6001, -3.9488, -1.1313], [-1.0403, -4.4874, -1.9800], [-1.1891, -4.0599, -0.2066], [0.4616, -4.1923, -0.9789], [-2.4419, -2.0303, -2.3484], [-2.5215, -2.9120, -2.9999], [-2.5056, -1.0765, -2.9022], [-3.1191, -2.0806, -1.4675], [0.3475, -2.2520, -3.2261], [0.1919, -1.3101, -3.7833], [-0.0384, -3.1495, -3.7378], [1.3995, -2.3689, -2.8991], [-2.1554, 1.1912, 0.9812], [-1.6224, 2.3136, 2.3100], [-2.3861, 3.0950, 2.1938], [-0.5892, 2.6826, 2.1794], [-1.7569, 1.7314, 3.2422], [-3.1780, 1.8342, -0.3885], [-2.7141, 2.7573, -0.7695], [-4.1384, 1.9452, 0.1324], [-3.2592, 1.0579, -1.1723], [-3.4444, 0.3159, 1.9241], [-4.0259, 1.1944, 2.2616], [-2.9544, -0.2223, 2.7570], [-3.9702, -0.3881, 1.2483], [-4.8875, -4.0884, 2.4247], [-3.2743, -3.4205, 2.7216], [-3.3096, -2.3392, 4.1585], [-2.1016, -4.7311, 3.0485], [-2.8299, -2.6365, 1.4223], [-3.5708, -2.5338, 0.4287], [-1.6857, -2.0864, 1.5177]], "forces_ev_per_a": [[1.5, -0.5, 1.0], [-1.7, 0.0, 1.1], [-0.4, -0.8, -0.1], [1.3, 2.3, -0.6], [1.3, 0.5, -1.6], [-1.6, -1.8, 0.2], [0.7, -0.3, 0.0], [0.0, 0.1, 0.0], [-0.1, -0.1, 0.1], [0.2, -0.2, -0.3], [-0.3, -0.5, 0.1], [0.1, 0.0, 0.2], [0.2, 0.0, 0.0], [0.0, -0.2, -0.2], [-0.1, -0.4, 0.5], [-0.1, 0.0, 0.3], [0.1, 0.0, 0.1], [0.1, 0.1, 0.0], [0.3, 0.4, 0.3], [-0.1, 0.5, 0.1], [0.2, 0.0, 0.0], [0.0, -0.1, 0.0], [0.4, 0.4, -0.2], [0.0, 0.5, -0.3], [0.1, -0.3, 0.1], [0.0, -0.1, 0.2], [1.0, 0.2, 0.0], [-0.9, 0.5, 0.2], [0.6, -0.3, -0.4], [0.4, 0.3, 0.1], [-0.4, -0.3, -0.2], [0.1, -0.3, -0.2], [-0.1, 0.5, 0.1], [-0.6, 0.1, -0.4], [-0.1, -0.3, 0.4], [0.2, -0.2, 0.3], [-0.3, 0.2, 0.0], [-0.2, -0.2, 0.4], [0.2, 0.0, -0.5], [-0.2, 0.0, -0.1], [0.4, 0.0, 0.0], [0.4, -0.1, -0.1], [0.4, -0.1, -0.1], [-0.3, -0.1, 0.3], [-0.4, 0.1, -0.2], [-0.3, 0.3, -0.1], [0.2, 0.7, 0.5], [-0.3, 0.3, -0.1], [0.2, -0.6, 0.4], [0.3, -0.1, -0.5], [-0.5, -0.1, -0.1], [0.6, -0.4, 0.0], [-0.8, 0.4, -0.2], [-0.1, -0.5, 0.1], [0.3, -0.1, -0.6], [-0.5, 0.0, 0.6], [0.2, -0.6, 0.1], [0.6, 0.4, -0.5], [-0.6, 0.0, -0.4], [-0.5, -1.7, 0.7], [0.0, 0.3, -0.9], [0.4, 0.3, 0.7], [-0.7, 0.0, 0.1], [0.1, 0.5, -0.5], [0.5, 0.4, 0.7], [-0.6, -0.2, -0.1], [0.0, 0.5, -0.8], [0.1, 0.4, 0.4], [0.6, 0.0, -0.3], [-0.3, -0.8, 0.1], [-0.5, 0.3, -0.4], [0.0, 0.5, 0.6], [0.3, 0.0, 0.4], [-0.5, -0.1, -0.5], [-0.1, -0.4, -0.4], [-0.4, 0.2, -0.1], [1.1, 1.5, -0.9], [0.0, -0.6, 1.2], [-0.8, -0.5, -0.1]], "lowdin_charge": [0.795, -0.289, -0.229, -0.233, -0.210, -0.253, -0.047, 0.073, 0.057, 0.102, -0.035, 0.074, 0.008, 0.116, -0.041, 0.108, 0.027, 0.067, -0.042, 0.108, 0.065, 0.076, -0.009, 0.124, 0.074, 0.081, -0.167, -0.130, -0.166, -0.164, -0.106, -0.107, -0.170, -0.170, 0.116, 0.110, 0.108, 0.117, 0.002, 0.066, 0.106, 0.107, 0.095, 0.111, 0.111, 0.087, 0.712, -0.195, 0.067, 0.055, 0.045, -0.230, 0.061, 0.058, 0.036, -0.214, 0.058, 0.062, 0.049, 0.725, -0.212, 0.065, 0.039, 0.061, -0.229, 0.053, 0.057, 0.053, -0.244, 0.073, 0.000, 0.065, 0.631, -1.435, 0.632, 0.639, -0.811, -0.067, -0.180]}

# 2
{"formula": "C26H45F2N2O14P", "method": "wB97M-V/def2-TZVPD", "smiles": "CCOP(=O)(CCCN(CC(=O)OC(C)=O)C(=O)ON(C(=O)F)C(=O)F)OCC.CC(C)=O.CC(C)=O.CC(C)=O.CC(C)=O", "elements": ["C", "C", "O", "P", "O", "C", "C", "C", "N", "C", "C", "O", "O", "C", "C", "O", "C", "O", "O", "N", "C", "O", "F", "C", "O", "F", "O", "C", "C", "H", "H", "H", "H", "H", "H", "H", "H", "H", "H", "H", "H", "H", "H", "H", "H", "H", "H", "H", "H", "H", "C", "C", "C", "O", "H", "H", "H", "H", "H", "H", "C", "C", "C", "O", "H", "H", "H", "H", "H", "H", "C", "C", "C", "O", "H", "H", "H", "H", "H", "H", "C", "C", "C", "O", "H", "H", "H", "H", "H", "H"], "positions_angstrom": [[-0.0246, 2.9628, -1.5435], [0.5534, 1.5187, -1.5259], [1.5206, 1.4870, -0.4677], [1.9490, -0.0071, -0.0135], [3.0272, -0.6312, -0.8321], [0.5423, -1.1921, 0.0810], [0.5886, -2.1726, 1.2728], [1.1494, -3.5799, 0.9479], [0.9270, -3.9877, -0.4447], [-0.5105, -4.1172, -0.7888], [-0.8197, -3.8304, -2.2720], [-1.9546, -3.7328, -2.5894], [0.1755, -3.7133, -3.2333], [0.8780, -2.4914, -3.1303], [2.3878, -2.5062, -2.9397], [0.2735, -1.4721, -3.2000], [1.4634, -5.2826, -0.6028], [2.0465, -5.8826, 0.2376], [1.2206, -5.9506, -1.8111], [2.2062, -5.6258, -2.7479], [3.3848, -6.4746, -2.5541], [4.4258, -6.0234, -2.2759], [3.2470, -7.7725, -2.7300], [1.6505, -5.9813, -4.0457], [0.9796, -6.9073, -4.2676], [2.0177, -5.1451, -4.9848], [2.5718, 0.1800, 1.5275], [3.7593, -0.6195, 1.6968], [4.1060, -0.5254, 3.1933], [0.7102, 3.6451, -1.1142], [-0.8650, 2.9549, -0.8409], [-0.3625, 3.2541, -2.5365], [0.9959, 1.3299, -2.5076], [-0.2930, 0.8504, -1.3583], [0.4682, -1.6533, -0.9025], [-0.3722, -0.5949, 0.2059], [-0.4382, -2.2799, 1.6347], [1.1493, -1.7942, 2.1295], [0.6449, -4.2934, 1.6169], [2.2023, -3.6138, 1.2266], [-1.1669, -3.4538, -0.2294], [-0.8199, -5.1466, -0.5689], [2.6358, -2.7327, -1.9034], [2.7508, -1.5118, -3.1793], [2.8161, -3.2954, -3.5556], [4.6154, -0.2456, 1.1391], [3.5149, -1.6621, 1.4853], [5.0805, -0.9947, 3.3694], [3.3808, -1.0505, 3.8213], [4.1948, 0.5145, 3.5165], [-2.1117, 1.0026, 4.8539], [-1.1717, 0.5290, 3.7754], [0.2886, 0.8487, 3.9344], [-1.5715, -0.0859, 2.8116], [-3.1282, 0.7027, 4.6067], [-1.8344, 0.5586, 5.8113], [-2.0723, 2.0902, 4.9294], [0.6730, 0.3989, 4.8520], [0.4301, 1.9303, 3.9612], [0.8374, 0.4467, 3.0839], [-4.3210, 4.7680, -0.6347], [-3.8182, 3.8662, 0.4656], [-4.7577, 2.7990, 0.9532], [-2.7080, 4.0030, 0.9309], [-3.5494, 5.4914, -0.8920], [-4.5620, 4.1772, -1.5201], [-5.2109, 5.3022, -0.2975], [-5.0168, 2.1257, 0.1330], [-5.6670, 3.2632, 1.3515], [-4.2721, 2.2237, 1.7404], [7.3752, 0.3488, -2.8955], [6.8606, 0.8430, -1.5663], [5.5810, 1.6363, -1.5788], [7.4509, 0.6097, -0.5361], [8.2987, -0.2059, -2.7423], [6.6386, -0.3102, -3.3577], [7.5753, 1.1941, -3.5559], [4.7714, 1.0252, -1.9822], [5.7045, 2.5396, -2.1797], [5.3269, 1.9247, -0.5606], [-8.7056, 5.3669, 0.1831], [-8.1920, 5.1316, 1.5805], [-8.8692, 5.8805, 2.6985], [-7.2731, 4.3722, 1.7951], [-8.1310, 4.7674, -0.5204], [-9.7555, 5.0779, 0.1184], [-8.5998, 6.4204, -0.0805], [-9.9261, 5.6130, 2.7397], [-8.7701, 6.9554, 2.5408], [-8.4017, 5.6181, 3.6451]], "forces_ev_per_a": [[-0.1, -1.0, 0.9], [-0.8, 2.0, -1.0], [-0.1, -1.9, 0.9], [2.2, -0.8, 0.5], [-0.8, 0.7, 0.0], [-0.3, 1.5, 0.8], [-0.2, -0.6, -0.5], [-0.5, 0.8, 0.9], [-0.2, -1.6, 0.0], [0.6, 0.1, -1.0], [-0.7, 0.0, 0.0], [-0.6, -0.2, -0.2], [0.8, 0.0, 1.1], [1.3, 0.4, 0.0], [-0.7, -0.8, -0.6], [-0.7, 0.4, 0.1], [0.5, 0.5, 0.2], [0.6, -0.2, 0.4], [-0.9, -0.2, 0.3], [0.6, -0.3, -1.1], [0.4, 0.4, 0.4], [0.8, 0.6, 0.2], [-0.9, -0.3, -0.1], [-0.3, 0.1, 0.4], [-0.8, -0.8, -0.1], [0.7, 0.6, -0.1], [-1.2, 0.3, -2.2], [0.2, 0.0, 2.2], [0.3, -0.2, -0.2], [0.0, 0.1, -0.4], [0.0, 0.4, -0.2], [0.1, 0.1, 0.1], [0.3, -0.4, 0.3], [0.4, -0.3, 0.0], [0.2, 0.0, 0.3], [0.1, -0.1, 0.0], [0.1, 0.1, -0.1], [0.0, 0.2, -0.2], [0.2, 0.0, -0.1], [0.0, -0.2, -0.6], [0.4, 0.1, 0.1], [-0.4, 0.2, -0.2], [-0.1, 0.1, -0.1], [0.0, -0.1, 0.0], [0.2, 0.2, 0.0], [-0.3, -0.1, -0.4], [0.4, 0.1, -0.4], [-0.1, 0.0, -0.1], [-0.1, 0.2, -0.1], [-0.1, -0.1, -0.1], [-0.2, -0.1, -0.2], [0.0, 0.0, -0.1], [0.0, -0.2, -0.3], [-0.1, -0.1, -0.1], [0.0, 0.0, 0.0], [0.1, 0.1, 0.0], [0.1, 0.0, 0.1], [0.0, 0.2, 0.1], [0.0, 0.0, 0.2], [0.0, 0.1, 0.1], [0.2, 0.2, 0.0], [0.1, -0.1, 0.1], [0.1, 0.0, 0.3], [0.0, 0.0, 0.0], [0.0, 0.0, 0.0], [-0.2, 0.0, 0.0], [-0.1, -0.1, -0.1], [-0.1, 0.1, 0.0], [0.2, -0.2, -0.3], [0.0, 0.0, -0.1], [0.2, -0.1, 0.1], [0.0, 0.0, 0.2], [0.0, 0.0, 0.2], [0.0, 0.0, 0.0], [0.0, 0.0, 0.0], [0.0, 0.1, -0.1], [-0.1, 0.0, -0.1], [0.0, 0.1, -0.1], [-0.1, -0.1, -0.1], [0.0, 0.0, 0.0], [0.2, -0.2, -0.1], [0.1, -0.1, 0.0], [0.2, -0.1, 0.2], [-0.3, 0.2, 0.1], [0.0, 0.0, 0.0], [0.0, 0.2, 0.0], [-0.2, 0.0, 0.0], [0.0, 0.2, -0.1], [-0.2, 0.0, -0.1], [0.0, 0.0, 0.0]], "lowdin_charge": [-0.048, -0.274, -0.191, 0.628, -0.288, -0.176, -0.176, -0.146, -0.013, -0.017, -0.406, 0.188, 0.069, -0.450, 0.019, 0.148, -0.476, 0.196, 0.036, 0.074, -0.464, 0.238, 0.187, -0.499, 0.248, 0.186, -0.246, -0.280, -0.069, 0.079, 0.059, 0.075, 0.117, 0.100, 0.056, 0.094, 0.099, 0.098, 0.135, 0.123, 0.143, 0.153, 0.071, 0.084, 0.069, 0.111, 0.097, 0.078, 0.068, 0.078, -0.021, -0.495, -0.010, 0.058, 0.080, 0.085, 0.088, 0.091, 0.096, 0.050, -0.019, -0.501, -0.018, 0.051, 0.080, 0.085, 0.073, 0.090, 0.047, 0.077, -0.025, -0.505, -0.026, 0.061, 0.080, 0.083, 0.083, 0.069, 0.085, 0.080, -0.019, -0.485, -0.019, 0.051, 0.081, 0.087, 0.088, 0.087, 0.087, 0.083]}

Result set for energy: -3403.5816 -2721.6617 hartree, one per record in the order listed.